# 1
# C47H48CrNOP3S

C47H48CrNOP3S as an isolated structure (ωB97M-V/def2-TZVPD, the OMol25 dataset).

Output
relative energy (zero: lowest compared OMol25 entry of this formula, charge and spin)	0.00	kJ/mol
total charge	+2
spin multiplicity	5

Element x y z (Å)
Cr  0.060  0.140  0.200
C  -7.367  -2.114  1.112
S  -7.591  -0.520  1.916
C  -5.864  -0.082  2.199
C  -5.131  0.360  0.940
C  -3.691  0.764  1.221
N  -2.815  -0.440  1.309
P  -1.349  -0.212  2.233
C  -1.802  0.690  3.707
C  -2.819  0.222  4.544
C  -3.147  0.936  5.680
C  -2.461  2.106  5.990
C  -1.447  2.565  5.166
C  -1.116  1.859  4.018
C  -0.880  -1.878  2.721
C  -1.808  -2.854  3.084
C  -1.369  -4.108  3.469
C  -0.008  -4.392  3.502
C  0.917  -3.424  3.151
C  0.479  -2.167  2.759
P  -2.163  -0.977  -0.213
C  -2.217  -2.767  -0.100
C  -1.089  -3.506  -0.438
C  -1.109  -4.890  -0.351
C  -2.261  -5.535  0.074
C  -3.388  -4.801  0.423
C  -3.367  -3.421  0.343
C  -3.204  -0.462  -1.573
C  -4.143  -1.312  -2.156
C  -4.927  -0.857  -3.204
C  -4.778  0.438  -3.675
C  -3.825  1.283  -3.117
C  -3.032  0.829  -2.077
H  -8.358  -2.526  0.933
H  -6.824  -2.804  1.758
H  -6.863  -2.027  0.150
H  -5.359  -0.942  2.651
H  -5.858  0.714  2.947
H  -5.665  1.187  0.466
H  -5.138  -0.459  0.217
H  -3.628  1.278  2.182
H  -3.326  1.474  0.466
H  -3.355  -0.688  4.310
H  -3.936  0.583  6.328
H  -2.723  2.657  6.881
H  -0.914  3.472  5.411
H  -0.324  2.217  3.372
H  -2.868  -2.641  3.036
H  -2.087  -4.867  3.743
H  0.325  -5.374  3.806
H  1.975  -3.643  3.181
H  1.212  -1.409  2.498
H  -0.176  -3.007  -0.750
H  -0.229  -5.463  -0.608
H  -2.279  -6.613  0.142
H  -4.278  -5.311  0.763
H  -4.236  -2.849  0.648
H  -4.263  -2.326  -1.804
H  -5.654  -1.517  -3.655
H  -5.397  0.790  -4.489
H  -3.695  2.285  -3.497
H  -2.274  1.486  -1.661
C  1.763  0.322  -2.591
O  0.616  -0.050  -1.774
H  1.496  0.175  -3.636
H  2.619  -0.294  -2.314
H  1.962  1.371  -2.396
H  0.167  -0.793  -2.195
C  2.252  2.805  5.297
C  2.081  3.664  4.218
C  2.093  3.167  2.925
C  2.285  1.805  2.705
C  2.463  0.950  3.788
C  2.440  1.449  5.079
P  2.234  1.133  1.023
C  2.711  2.486  -0.075
C  1.701  3.349  -0.502
C  1.992  4.412  -1.340
C  3.299  4.610  -1.770
C  4.306  3.751  -1.357
C  4.017  2.693  -0.508
C  3.509  -0.140  0.976
C  3.247  -1.350  0.339
C  4.215  -2.339  0.271
C  5.459  -2.122  0.845
C  5.730  -0.923  1.491
C  4.761  0.063  1.559
H  2.252  3.196  6.304
H  1.950  4.725  4.382
H  1.974  3.856  2.099
H  2.626  -0.109  3.632
H  2.581  0.780  5.917
H  0.672  3.202  -0.175
H  1.208  5.083  -1.661
H  3.530  5.436  -2.429
H  5.320  3.906  -1.696
H  4.811  2.025  -0.202
H  2.273  -1.542  -0.110
H  3.999  -3.274  -0.224
H  6.219  -2.889  0.796
H  6.696  -0.757  1.946
H  4.977  0.985  2.084

Mulliken population analysis, charges in e, atoms 1 to 6: 0.4244, -0.6816, -0.0597, -0.4669, 0.0666, -0.9679

---

# 2
# C47H48N13O3SSeV

C47H48N13O3SSeV as an isolated structure in a non-equilibrium geometry (ωB97M-V/def2-TZVPD, the OMol25 dataset).

Output
relative energy (zero: lowest compared OMol25 entry of this formula, charge and spin)	0.00	kJ/mol
total charge	+1
spin multiplicity	4

Element x y z (Å)
V  13.605  17.197  10.029
C  11.991  16.763  14.128
C  12.043  16.795  12.735
N  13.237  16.887  12.130
C  14.332  16.945  12.889
C  14.246  16.912  14.267
N  13.070  16.748  14.892
C  15.657  16.891  12.188
C  16.863  16.409  12.729
C  18.055  16.476  11.977
C  17.954  16.881  10.652
C  16.740  17.369  10.198
N  15.618  17.412  10.961
C  16.467  17.885  8.772
C  17.397  18.476  7.924
N  17.064  19.056  6.800
C  15.801  18.990  6.439
C  14.832  18.382  7.233
N  15.198  17.908  8.454
C  19.338  16.047  12.613
C  19.420  15.033  13.510
C  20.666  14.752  14.043
N  21.780  15.331  13.628
C  21.681  16.214  12.693
C  20.486  16.628  12.129
H  11.117  16.485  14.634
H  11.161  16.751  12.027
H  15.118  16.883  14.908
H  16.817  16.059  13.757
H  18.858  16.866  10.053
H  18.446  18.510  8.078
H  15.537  19.310  5.473
H  13.824  18.225  6.928
H  18.565  14.474  13.789
H  20.762  13.912  14.725
H  22.580  16.704  12.397
H  20.463  17.410  11.415
C  10.743  15.900  5.002
C  10.218  14.572  5.528
C  11.303  13.533  5.688
C  12.326  13.792  6.827
N  11.673  13.694  8.147
C  11.294  14.624  8.994
Se  11.463  16.479  8.751
N  10.639  14.012  10.094
C  9.887  14.727  11.057
C  8.414  14.420  10.993
C  7.634  15.032  9.802
C  7.695  16.590  9.709
C  10.703  12.626  9.905
C  10.506  11.628  10.763
C  10.801  10.370  10.306
C  11.246  10.113  9.005
C  11.412  11.186  8.142
C  11.273  12.450  8.639
H  9.938  16.624  4.969
H  11.081  15.820  3.935
H  11.539  16.346  5.594
H  9.384  14.225  4.865
H  9.768  14.723  6.464
H  11.821  13.402  4.742
H  10.905  12.518  5.877
H  12.907  14.740  6.796
H  13.087  13.000  6.826
H  10.163  15.759  10.848
H  10.216  14.356  11.954
H  8.066  14.766  12.011
H  8.301  13.274  10.999
H  6.579  14.670  9.903
H  7.969  14.705  8.820
H  7.481  16.997  10.685
H  6.955  17.028  8.987
H  8.632  16.835  9.274
H  10.022  11.718  11.723
H  10.658  9.526  11.010
H  11.417  9.102  8.610
H  11.641  11.015  7.080
C  14.919  22.453  10.242
C  14.033  21.306  9.885
C  12.939  21.367  9.062
C  12.311  20.124  9.115
N  13.058  19.317  9.898
N  14.040  20.099  10.430
C  11.226  19.566  8.278
H  14.949  23.185  9.422
H  15.948  22.066  10.487
H  14.552  22.987  11.182
H  12.540  22.191  8.441
H  14.754  19.621  10.931
H  10.371  19.076  8.874
H  11.569  18.743  7.681
H  10.805  20.289  7.570
O  14.357  9.149  4.503
S  13.591  10.236  5.091
O  13.889  11.622  4.713
O  12.165  9.922  5.200
C  14.091  10.044  6.767
N  14.129  8.794  7.313
C  14.653  8.710  8.490
C  15.052  9.808  9.245
C  14.815  11.007  8.702
N  14.278  11.146  7.451
C  14.881  12.347  9.263
C  15.268  13.369  8.356
C  14.939  14.671  8.621
N  14.299  15.026  9.748
C  14.014  14.121  10.660
C  14.372  12.785  10.490
H  14.771  7.671  8.864
H  15.647  9.703  10.132
H  15.597  13.044  7.399
H  15.213  15.472  7.960
H  13.308  14.306  11.470
H  13.978  12.107  11.190

Mulliken population analysis, charges in e, atoms 1 to 6: 0.5657, -0.6403, -0.5508, 0.6722, 0.1337, -0.5922

---

# 3
# C47H50As2N4O2SSn

C47H50As2N4O2SSn as an isolated structure (ωB97M-V/def2-TZVPD, the OMol25 dataset).

Output
relative energy (zero: lowest compared OMol25 entry of this formula, charge and spin)	0.00	kJ/mol
spin multiplicity	1

Element x y z (Å)
Sn  -0.141  -0.251  0.192
O  1.604  0.167  1.115
C  2.393  1.315  1.119
C  1.695  2.480  0.364
C  0.394  2.922  0.951
C  0.232  4.139  1.596
C  -1.011  4.467  2.112
C  -2.055  3.568  1.996
C  -1.822  2.357  1.360
C  -2.834  1.251  1.324
C  -2.442  0.140  2.343
O  -1.303  -0.549  1.918
C  -3.562  -0.892  2.491
C  -4.458  -1.170  1.465
C  -5.392  -2.189  1.591
C  -5.444  -2.950  2.748
C  -4.555  -2.682  3.778
C  -3.627  -1.663  3.648
C  -2.180  0.857  3.670
C  -3.230  1.406  4.400
C  -2.981  2.174  5.525
C  -1.674  2.407  5.934
C  -0.624  1.854  5.217
C  -0.877  1.077  4.094
N  -0.632  2.071  0.828
C  3.675  1.012  0.320
C  3.535  0.347  -0.899
C  4.635  0.071  -1.690
C  5.907  0.450  -1.275
C  6.058  1.100  -0.064
C  4.949  1.381  0.728
C  2.718  1.696  2.561
C  2.628  0.729  3.556
C  2.964  1.029  4.868
C  3.390  2.303  5.210
C  3.480  3.277  4.227
C  3.150  2.971  2.914
H  1.508  2.111  -0.650
H  2.372  3.329  0.268
H  1.072  4.812  1.690
H  -1.159  5.411  2.619
H  -3.028  3.775  2.419
H  -2.866  0.817  0.323
H  -3.824  1.643  1.560
H  -4.433  -0.601  0.546
H  -6.079  -2.387  0.779
H  -6.172  -3.744  2.847
H  -4.588  -3.266  4.689
H  -2.943  -1.453  4.462
H  -4.253  1.231  4.086
H  -3.807  2.593  6.086
H  -1.477  3.012  6.810
H  0.401  2.030  5.521
H  -0.062  0.653  3.524
H  2.554  0.020  -1.227
H  4.500  -0.449  -2.630
H  6.770  0.232  -1.889
H  7.043  1.390  0.278
H  5.094  1.878  1.678
H  2.290  -0.260  3.282
H  2.889  0.261  5.627
H  3.649  2.538  6.234
H  3.812  4.276  4.478
H  3.250  3.739  2.159
C  1.623  -2.494  -4.889
As  0.719  -1.414  -3.521
C  -0.447  -2.834  -2.844
C  -0.601  -0.520  -4.684
C  -1.288  -1.233  -5.660
C  -2.245  -0.623  -6.455
C  -2.527  0.721  -6.274
C  -1.845  1.448  -5.310
C  -0.874  0.844  -4.514
As  0.089  1.846  -3.127
C  -0.622  3.648  -3.438
C  1.770  2.112  -4.109
H  0.934  -3.137  -5.436
H  2.364  -3.116  -4.386
H  2.136  -1.836  -5.589
H  -1.061  -3.245  -3.645
H  -1.083  -2.433  -2.057
H  0.182  -3.611  -2.414
H  -1.084  -2.288  -5.803
H  -2.770  -1.196  -7.208
H  -3.277  1.208  -6.885
H  -2.076  2.498  -5.187
H  -1.672  3.697  -3.148
H  -0.511  3.970  -4.474
H  -0.061  4.326  -2.793
H  1.574  2.466  -5.121
H  2.316  1.170  -4.146
H  2.380  2.841  -3.574
C  4.486  -4.461  0.378
C  3.175  -4.914  -0.260
C  1.995  -4.257  0.378
N  1.481  -3.163  -0.046
N  0.463  -2.699  0.739
C  0.216  -3.464  1.766
N  -0.760  -3.198  2.646
S  1.248  -4.854  1.838
H  5.335  -4.949  -0.098
H  4.510  -4.701  1.441
H  4.603  -3.383  0.275
H  3.074  -6.000  -0.202
H  3.154  -4.642  -1.316
H  -1.151  -2.247  2.573
H  -0.801  -3.696  3.515

Mulliken population analysis, charges in e, atoms 1 to 6: 1.2009, 0.0143, 2.0442, -0.7852, 0.3392, -0.6747

---

# 4
# C47H50F6N4O4S3

C47H50F6N4O4S3 as an isolated structure in a non-equilibrium geometry (ωB97M-V/def2-TZVPD, the OMol25 dataset).

Output
relative energy (zero: lowest compared OMol25 entry of this formula, charge and spin)	318.07	kJ/mol
spin multiplicity	1

Element x y z (Å)
C  5.113  -3.255  0.180
C  4.609  -1.810  0.125
C  5.473  -0.954  -0.789
C  4.535  -1.138  1.489
C  5.487  -1.405  2.471
C  5.505  -0.672  3.663
C  4.599  0.371  3.851
C  3.641  0.664  2.874
C  2.720  1.869  3.055
C  3.516  3.171  3.146
C  1.793  1.680  4.251
C  3.581  -0.132  1.720
N  2.689  0.239  0.630
N  3.179  1.037  -0.356
N  2.112  1.397  -1.089
C  2.180  2.330  -2.188
C  2.925  1.999  -3.332
C  3.855  0.786  -3.347
C  5.136  1.022  -4.156
C  3.124  -0.481  -3.783
C  2.718  2.750  -4.492
C  1.822  3.817  -4.494
C  1.165  4.186  -3.321
C  1.373  3.482  -2.137
C  0.817  3.999  -0.811
C  -0.583  4.591  -0.954
C  1.804  4.966  -0.154
C  0.961  0.784  -0.619
C  -0.323  0.867  -1.283
C  -1.472  1.121  -0.502
C  -2.723  1.086  -1.080
C  -2.847  0.936  -2.447
C  -4.210  1.113  -3.057
F  -4.285  2.284  -3.763
F  -4.514  0.086  -3.919
F  -5.221  1.165  -2.128
C  -1.732  0.676  -3.251
C  -0.480  0.594  -2.662
C  1.306  0.020  0.459
C  0.472  -0.972  1.022
H  4.567  -3.830  0.938
H  4.954  -3.743  -0.789
H  6.186  -3.288  0.406
H  3.587  -1.833  -0.278
H  5.073  0.064  -0.816
H  6.501  -0.892  -0.404
H  5.504  -1.350  -1.812
H  6.243  -2.177  2.301
H  6.248  -0.902  4.437
H  4.649  0.982  4.758
H  2.100  1.921  2.154
H  4.136  3.301  2.250
H  2.845  4.037  3.214
H  4.173  3.169  4.026
H  1.174  0.787  4.105
H  2.374  1.554  5.173
H  1.124  2.540  4.370
H  4.166  0.639  -2.307
H  5.628  1.945  -3.826
H  5.842  0.195  -3.995
H  4.931  1.097  -5.233
H  2.316  -0.720  -3.078
H  2.682  -0.352  -4.783
H  3.811  -1.337  -3.802
H  3.251  2.462  -5.400
H  1.639  4.370  -5.416
H  0.481  5.032  -3.316
H  0.729  3.129  -0.150
H  -1.255  3.890  -1.464
H  -1.011  4.796  0.034
H  -0.559  5.529  -1.520
H  2.794  4.500  -0.063
H  1.915  5.877  -0.757
H  1.467  5.246  0.851
H  -1.368  1.364  0.556
H  -3.601  1.196  -0.459
H  -1.852  0.511  -4.316
H  0.400  0.291  -3.242
H  0.271  -1.817  0.339
H  0.415  -1.023  2.108
F  -3.794  -1.246  3.067
C  -3.215  -0.620  2.023
F  -4.207  -0.176  1.210
F  -2.502  0.447  2.490
S  -2.002  -1.682  1.172
N  -3.115  -2.897  0.756
S  -5.483  -3.239  -0.131
C  -6.792  -2.277  -1.063
C  -8.062  -2.121  -0.523
C  -9.028  -1.434  -1.272
C  -8.697  -0.911  -2.531
C  -7.406  -1.077  -3.047
C  -6.462  -1.809  -2.323
O  -5.086  -4.256  -1.084
O  -6.084  -3.635  1.128
S  -2.700  -4.346  1.455
C  -2.955  -4.075  3.217
C  -1.896  -3.600  3.986
C  -2.081  -3.380  5.356
C  -3.246  -3.830  5.983
C  -4.289  -4.354  5.209
C  -4.151  -4.470  3.824
O  -3.696  -5.315  1.092
O  -1.294  -4.602  1.244
H  -8.296  -2.535  0.458
H  -10.039  -1.305  -0.879
H  -9.439  -0.366  -3.122
H  -7.126  -0.645  -4.008
H  -5.477  -2.024  -2.733
H  -0.932  -3.415  3.515
H  -1.293  -2.898  5.936
H  -3.344  -3.775  7.075
H  -5.215  -4.668  5.692
H  -4.943  -4.890  3.212

Mulliken population analysis, charges in e, atoms 1 to 6: -1.9190, 1.3771, -1.3584, 0.4021, -0.6304, -1.3885